Entry 1:
Here is a cluster of 7 separate species, C34H79N3O10 in total from the Open Molecules 2025 dataset. Energies are from ωB97M-V/def2-TZVPD.

```
! wB97M-V def2-TZVPD RIJCOSX def2/J DEFGRID3
* xyz 0 1
C 7.32 2.00 3.02
C 6.09 1.06 2.91
C 6.52 -0.43 3.09
C 5.11 1.46 4.11
C 3.63 0.91 3.88
C 3.06 1.23 2.50
C 4.05 0.77 1.33
C 3.95 -0.81 1.15
C 3.46 1.39 0.03
N 5.37 1.34 1.62
O 6.25 1.12 0.60
H 7.87 1.72 3.92
H 8.02 1.76 2.22
H 7.04 3.04 2.92
H 6.71 -0.92 2.14
H 7.39 -0.53 3.74
H 5.77 -1.07 3.55
H 5.48 1.16 5.09
H 4.95 2.53 4.08
H 3.61 -0.18 3.96
H 2.98 1.22 4.70
H 2.92 2.30 2.31
H 2.17 0.60 2.57
H 3.77 -1.19 2.16
H 4.93 -1.11 0.80
H 3.14 -1.10 0.49
H 3.60 2.47 0.11
H 2.42 1.12 -0.12
H 4.06 1.07 -0.82
H 6.46 2.03 0.38
C 0.30 5.04 -0.66
C -0.83 4.06 -0.14
C 0.02 3.00 0.63
C -1.71 4.82 0.90
C -2.68 5.75 0.21
C -3.51 4.89 -0.76
C -2.65 4.22 -1.88
C -3.67 3.23 -2.57
C -2.22 5.29 -2.94
N -1.60 3.49 -1.23
O -0.88 2.67 -2.08
H 1.13 5.17 0.04
H 0.85 4.73 -1.54
H 0.01 6.09 -0.76
H 0.64 3.50 1.38
H -0.64 2.29 1.11
H 0.68 2.46 -0.05
H -2.17 4.14 1.61
H -1.08 5.48 1.49
H -3.40 6.16 0.93
H -2.26 6.59 -0.33
H -4.20 5.62 -1.18
H -4.11 4.19 -0.18
H -3.15 2.68 -3.36
H -4.55 3.76 -2.93
H -4.06 2.52 -1.85
H -1.87 4.87 -3.88
H -1.44 5.96 -2.57
H -3.08 5.92 -3.17
H -1.37 1.87 -1.88
C -1.63 -5.29 -3.57
C -1.33 -4.44 -2.28
C -2.71 -4.05 -1.66
C -0.58 -5.35 -1.27
C 0.89 -5.59 -1.57
C 1.65 -4.23 -1.75
C 0.97 -3.26 -2.75
C 1.72 -2.00 -2.51
C 1.21 -3.61 -4.26
N -0.49 -3.21 -2.46
O -1.12 -2.22 -3.20
H -1.87 -4.66 -4.42
H -0.66 -5.70 -3.86
H -2.44 -6.02 -3.47
H -3.38 -4.90 -1.73
H -2.65 -3.95 -0.58
H -3.19 -3.21 -2.17
H -0.62 -4.91 -0.27
H -1.07 -6.32 -1.20
H 1.34 -6.28 -0.86
H 1.00 -6.17 -2.49
H 2.65 -4.41 -2.15
H 1.69 -3.77 -0.77
H 2.79 -2.08 -2.68
H 1.62 -1.69 -1.47
H 1.29 -1.26 -3.19
H 1.12 -4.69 -4.37
H 2.23 -3.49 -4.62
H 0.54 -3.22 -5.03
H -1.37 -1.55 -2.56
O -2.17 1.24 5.38
C -2.34 0.38 4.23
C -1.85 -1.05 4.53
O -0.42 -1.03 4.83
H -2.40 2.16 5.20
H -3.31 0.48 3.75
H -1.73 0.94 3.52
H -1.97 -1.64 3.62
H -2.42 -1.56 5.30
H -0.19 -0.57 5.64
O -0.71 -2.18 0.29
C -0.90 -0.85 0.70
C -2.16 -0.32 -0.08
O -1.89 -0.13 -1.49
H -0.69 -2.30 -0.66
H -0.91 -0.58 1.76
H -0.04 -0.32 0.29
H -2.48 0.65 0.30
H -3.03 -0.97 0.03
H -2.74 -0.16 -1.95
O -4.05 -0.06 -3.15
C -5.21 -0.57 -2.58
C -6.47 0.20 -3.04
O -7.53 -0.63 -2.79
H -4.11 -0.30 -4.07
H -5.25 -1.61 -2.90
H -5.12 -0.65 -1.49
H -6.45 0.53 -4.08
H -6.55 1.01 -2.31
H -8.33 -0.29 -3.19
C 0.12 -4.30 3.02
O 0.93 -3.35 3.76
H 0.62 -5.26 2.88
H -0.89 -4.38 3.44
H -0.04 -3.89 2.03
H 0.44 -2.53 3.67
*
```

As for the total energy: -2259.2491 Eh. As for the structure (SMILES): CC1(C)CCCC(C)(C)N1O.CC1(C)CCCC(C)(C)N1O.CC1(C)CCCC(C)(C)N1O.OCCO.OCCO.OCCO.CO. As for the gap between HOMO and LUMO: 8.296 eV. For the energy relative to the best compared isomer or geometry (same formula, charge and spin), the calculation gives 34.1 kcal per mole. The HOMO energy comes out at -8.009 eV.

Entry 2:
Here is a cluster of 10 separate species, C34H80N4O10 in total from the Open Molecules 2025 dataset. Energies are from ωB97M-V/def2-TZVPD.

```
! wB97M-V def2-TZVPD RIJCOSX def2/J DEFGRID3
* xyz 0 1
C -2.33 -2.16 4.27
O -2.57 -3.07 3.24
C -1.35 -3.38 2.52
C -1.67 -4.12 1.17
C -2.37 -5.36 1.49
N -0.35 -4.34 0.54
H -2.23 -1.15 3.91
H -1.41 -2.51 4.84
H -3.22 -2.23 4.86
H -0.73 -2.46 2.38
H -0.68 -4.04 3.03
H -2.38 -3.52 0.50
H -1.75 -5.81 2.26
H -2.65 -5.94 0.66
H -3.37 -4.97 1.88
H 0.07 -3.49 0.37
H -0.51 -4.88 -0.30
C -3.92 3.14 -0.82
O -4.78 2.55 -1.86
C -5.89 1.88 -1.32
C -6.16 0.56 -1.95
C -6.65 0.51 -3.39
N -7.21 -0.16 -1.24
H -3.62 2.51 0.01
H -4.54 3.98 -0.36
H -3.05 3.53 -1.42
H -5.76 1.68 -0.27
H -6.74 2.56 -1.39
H -5.15 0.11 -2.00
H -7.11 -0.44 -3.61
H -5.86 0.75 -4.02
H -7.45 1.31 -3.45
H -7.25 -1.07 -1.69
H -7.07 -0.38 -0.23
C 3.30 0.67 -4.04
O 3.65 1.17 -2.80
C 5.07 1.15 -2.58
C 5.44 1.24 -1.11
C 5.31 2.73 -0.57
N 6.80 0.71 -0.93
H 3.80 1.18 -4.83
H 2.24 0.71 -4.08
H 3.56 -0.40 -4.10
H 5.43 0.19 -2.93
H 5.55 1.87 -3.17
H 4.70 0.48 -0.72
H 4.31 3.04 -0.34
H 5.64 3.35 -1.42
H 5.95 3.01 0.31
H 7.28 1.04 -0.10
H 6.74 -0.30 -0.80
C -2.02 -0.08 -2.98
O -3.07 -0.98 -3.12
C -2.86 -2.40 -2.97
C -1.98 -2.87 -4.08
C -2.62 -2.59 -5.40
N -1.64 -4.25 -3.96
H -1.26 -0.22 -3.80
H -1.49 -0.17 -2.05
H -2.57 0.85 -3.01
H -2.42 -2.62 -1.96
H -3.78 -2.89 -3.19
H -1.13 -2.12 -4.00
H -1.88 -2.95 -6.13
H -2.61 -1.52 -5.54
H -3.53 -3.12 -5.55
H -0.79 -4.35 -3.45
H -1.44 -4.62 -4.85
C 3.00 -2.26 -1.79
C 2.34 -3.59 -1.55
C 2.95 -4.64 -0.58
O 1.31 -3.85 -2.16
H 3.29 -1.86 -0.78
H 2.43 -1.56 -2.32
H 3.89 -2.46 -2.33
H 2.30 -5.53 -0.70
H 3.17 -4.38 0.46
H 3.97 -4.87 -0.99
C -2.62 0.01 0.87
C -3.78 0.23 1.83
C -4.77 -0.93 1.86
O -3.96 1.29 2.41
H -2.10 0.97 0.67
H -3.00 -0.40 -0.10
H -1.95 -0.83 1.22
H -4.25 -1.93 1.94
H -5.37 -0.88 0.88
H -5.36 -0.75 2.76
C 4.76 4.56 3.42
C 3.62 3.73 3.92
C 2.59 4.37 4.77
O 3.48 2.57 3.57
H 5.57 4.70 4.15
H 4.34 5.55 3.11
H 5.16 4.07 2.47
H 1.69 3.62 4.95
H 2.21 5.28 4.21
H 3.01 4.71 5.77
C -0.67 5.90 0.18
C 0.28 5.19 1.10
C -0.29 4.25 2.16
O 1.45 5.49 1.04
H -1.08 5.12 -0.49
H -0.19 6.70 -0.39
H -1.49 6.26 0.78
H -1.34 4.04 2.02
H -0.29 4.71 3.11
H 0.29 3.29 2.25
C 4.46 -1.55 4.47
C 5.03 -1.50 3.09
C 4.76 -0.33 2.16
O 5.70 -2.44 2.70
H 3.49 -2.09 4.45
H 4.01 -0.59 4.80
H 5.18 -1.98 5.15
H 3.65 -0.41 1.90
H 5.31 -0.46 1.18
H 4.87 0.71 2.52
C 0.75 0.67 1.82
C 0.81 0.42 0.30
C 1.11 1.66 -0.56
O 0.46 -0.62 -0.19
H -0.21 1.22 2.09
H 1.64 1.23 2.09
H 0.67 -0.23 2.43
H 1.24 2.62 -0.11
H 0.37 1.65 -1.33
H 2.08 1.57 -1.03
*
```

As for the total energy: -2314.6774 Eh. As for the structure (SMILES): COC[C@H](C)N.COC[C@H](C)N.COC[C@H](C)N.COC[C@H](C)N.CC(C)=O.CC(C)=O.CC(C)=O.CC(C)=O.CC(C)=O.CC(C)=O. As for the gap between HOMO and LUMO: 9.203 eV. For the energy relative to the best compared isomer or geometry (same formula, charge and spin), the calculation gives 57.0 kcal per mole. The HOMO energy comes out at -8.820 eV.

Entry 3:
Here is a structure of composition C34H81AlBClNO from the Open Molecules 2025 dataset. Energies are from ωB97M-V/def2-TZVPD.

```
! wB97M-V def2-TZVPD RIJCOSX def2/J DEFGRID3
* xyz -1 1
C -3.46 2.66 0.69
C -3.56 3.25 -0.53
Al -2.49 2.83 -2.20
Cl -3.86 3.36 -3.92
B -2.02 0.75 -2.39
O -2.70 -0.02 -3.36
N -1.01 -0.01 -1.59
C -1.64 -0.45 -0.34
C 0.20 0.78 -1.32
H -4.30 2.12 1.14
H -2.56 2.73 1.30
H -4.34 4.02 -0.64
H -1.20 3.81 -2.37
H -3.43 -0.47 -2.91
H -2.67 -0.77 -0.55
H -1.69 0.38 0.37
H -1.07 -1.25 0.14
H 0.34 0.95 -0.25
H 0.19 1.76 -1.81
H 1.07 0.19 -1.63
C -10.53 -0.87 0.69
C -9.18 -1.05 1.38
C -8.34 0.23 1.40
C -7.94 0.76 0.03
C -7.17 -0.23 -0.85
C -5.83 -0.64 -0.25
H -10.42 -0.61 -0.36
H -11.11 -1.80 0.73
H -11.12 -0.09 1.18
H -8.63 -1.86 0.91
H -9.36 -1.36 2.42
H -7.44 0.04 2.00
H -8.89 1.01 1.93
H -7.34 1.66 0.16
H -8.84 1.08 -0.51
H -6.99 0.24 -1.82
H -7.77 -1.12 -1.05
H -5.20 0.24 -0.08
H -5.30 -1.31 -0.92
H -5.95 -1.16 0.71
C 3.56 2.05 0.42
C 4.06 1.06 -0.63
C 5.53 0.68 -0.46
C 6.52 1.84 -0.59
C 6.45 2.60 -1.92
C 6.78 1.72 -3.13
H 4.10 3.00 0.36
H 2.51 2.26 0.27
H 3.69 1.65 1.42
H 3.89 1.47 -1.63
H 3.46 0.15 -0.56
H 5.78 -0.10 -1.18
H 5.67 0.23 0.53
H 7.53 1.45 -0.46
H 6.37 2.55 0.22
H 7.16 3.43 -1.89
H 5.46 3.04 -2.05
H 7.78 1.29 -3.03
H 6.75 2.30 -4.05
H 6.07 0.90 -3.23
C -12.77 -1.14 3.83
C -11.70 -1.44 4.88
C -11.34 -2.92 4.96
C -12.48 -3.85 5.36
C -13.13 -3.52 6.71
C -12.17 -3.63 7.89
H -13.71 -1.64 4.05
H -12.97 -0.07 3.79
H -12.44 -1.46 2.84
H -12.03 -1.08 5.85
H -10.80 -0.88 4.63
H -10.50 -3.05 5.65
H -10.96 -3.25 3.98
H -12.10 -4.88 5.40
H -13.25 -3.84 4.59
H -13.97 -4.21 6.86
H -13.57 -2.52 6.68
H -11.76 -4.64 7.96
H -12.69 -3.42 8.82
H -11.34 -2.93 7.80
C 8.06 -4.19 -7.28
C 6.60 -3.74 -7.23
C 6.44 -2.25 -6.92
C 6.97 -1.81 -5.56
C 6.37 -2.54 -4.36
C 4.86 -2.31 -4.21
H 8.55 -4.06 -6.31
H 8.12 -5.25 -7.53
H 8.62 -3.63 -8.03
H 6.05 -4.34 -6.50
H 6.14 -3.94 -8.20
H 5.38 -1.99 -7.00
H 6.95 -1.67 -7.70
H 6.79 -0.74 -5.45
H 8.06 -1.94 -5.53
H 6.86 -2.18 -3.45
H 6.58 -3.61 -4.42
H 4.63 -1.25 -4.11
H 4.48 -2.82 -3.32
H 4.31 -2.70 -5.07
C 12.18 1.26 1.50
C 11.79 2.21 2.63
C 10.31 2.15 2.99
C 9.36 2.56 1.87
C 9.58 3.96 1.30
C 9.38 5.07 2.33
H 11.66 1.50 0.57
H 13.25 1.31 1.29
H 11.93 0.22 1.76
H 12.08 3.23 2.36
H 12.38 1.95 3.51
H 10.14 2.79 3.87
H 10.06 1.13 3.31
H 8.33 2.49 2.25
H 9.42 1.84 1.05
H 8.88 4.11 0.48
H 10.58 4.04 0.87
H 8.37 5.03 2.75
H 9.51 6.05 1.87
H 10.09 4.99 3.16
*
```

As for the total energy: -2201.5777 Eh. As for the gap between HOMO and LUMO: 5.883 eV. The HOMO energy comes out at -3.809 eV.